<w>
Molecular formula: C5H11N2
Method: DFT, ωB97M-V/def2-TZVPD

- HOMO: -13.62 eV
- Kohn-Sham gap: 0.3362 Ha
- SMILES: C=[NH+]N(C)C(=C)C

The geometry in ORCA input format:
```
! RIJCOSX wB97M-V def2-TZVPD def2/J DEFGRID3
* xyz 1 1
C -0.393 -0.332 -0.805
C -1.488 0.683 -0.664
C -0.331 -0.979 -1.952
C 1.054 1.949 0.559
C 0.578 -1.682 1.134
N 0.861 0.743 1.041
N 0.398 -0.393 0.562
H -1.873 0.525 0.366
H -2.361 0.609 -1.393
H -1.236 -0.866 -2.649
H 0.401 -1.637 -2.248
H 1.360 2.689 1.227
H 0.922 2.240 -0.411
H -1.086 1.697 -0.726
H 0.930 -2.367 0.273
H 1.296 -1.532 1.990
H -0.340 -1.973 1.708
H 1.309 0.629 1.989
*
```

---

<x>
Molecular formula: C5H11N2
Method: DFT, ωB97M-V/def2-TZVPD

- HOMO: -14.37 eV
- Kohn-Sham gap: 0.3640 Ha

The geometry in ORCA input format:
```
! RIJCOSX wB97M-V def2-TZVPD def2/J DEFGRID3
* xyz 1 1
C 0.948 1.249 -1.405
C -1.092 0.677 -0.287
C -0.229 -0.391 0.407
C 0.269 -0.260 1.786
C -0.370 -1.821 -0.050
N 1.476 0.310 -0.725
N -0.391 1.427 -1.307
H 1.345 1.953 -2.186
H -2.072 0.048 -0.677
H -1.564 1.304 0.611
H 0.981 -1.045 2.215
H -0.535 -0.356 2.406
H 0.623 0.753 1.815
H 0.564 -2.219 -0.025
H -0.734 -1.824 -1.045
H -0.957 -2.330 0.634
H 2.423 0.165 -0.722
H -0.686 2.360 -1.447
*
```

---

List of relative energies, unit kcal/mol: <w> 43.5; <x> 0.0